Entry 1:
Below is a 3-piece molecular cluster, C8H24N3O9S3 overall, with properties calculated with ωB97M-V with the def2-TZVPD basis set.

Last columns: bonded neighbours and bond lengths (Å).
Atoms and positions in Å:
1 N -6.21 0.50 1.46  C2 1.449, H10 1.010, H11 1.007
2 C -6.14 -0.25 0.22  N1 1.449, N3 1.479, N4 1.454, C5 1.552
3 N -6.45 -1.66 0.56  C2 1.479, H12 1.017, H13 1.016
4 N -7.19 0.23 -0.66  C2 1.454, H14 1.012, H15 1.011
5 C -4.75 -0.19 -0.46  C2 1.552, S6 1.816, H16 1.093, H17 1.091
6 S -4.03 1.47 -0.69  C5 1.816, O7 1.460, O8 1.461, O9 1.467
7 O -3.33 1.38 -1.97  S6 1.460
8 O -3.14 1.63 0.46  S6 1.461
9 O -5.17 2.39 -0.69  S6 1.467
10 H -5.61 1.31 1.43  N1 1.010
11 H -6.00 -0.08 2.26  N1 1.007
12 H -5.75 -1.97 1.23  N3 1.017
13 H -6.26 -2.23 -0.26  N3 1.016
14 H -7.02 -0.09 -1.61  N4 1.012
15 H -7.12 1.24 -0.67  N4 1.011
16 H -4.82 -0.64 -1.45  C5 1.093
17 H -4.01 -0.74 0.12  C5 1.091
18 O 2.85 -0.09 -2.54  S19 1.433
19 S 2.91 1.28 -2.10  O18 1.433, O20 1.434, O21 1.565, C24 1.762
20 O 3.16 1.54 -0.71  S19 1.434
21 O 1.64 2.06 -2.59  S19 1.565, C22 1.473
22 C 0.31 1.50 -2.32  O21 1.473, C23 1.504, H25 1.090, H26 1.087
23 C -0.15 1.69 -0.90  C22 1.504, H27 1.090, H28 1.088, H29 1.090
24 C 4.10 2.15 -3.06  S19 1.762, H30 1.086, H31 1.088, H32 1.086
25 H 0.31 0.46 -2.62  C22 1.090
26 H -0.33 2.06 -3.00  C22 1.087
27 H 0.43 1.09 -0.19  C23 1.090
28 H -1.20 1.40 -0.86  C23 1.088
29 H -0.08 2.74 -0.60  C23 1.090
30 H 3.91 1.97 -4.11  C24 1.086
31 H 5.08 1.77 -2.77  C24 1.088
32 H 4.02 3.21 -2.82  C24 1.086
33 O 4.05 -3.50 1.03  S34 1.431
34 S 4.56 -2.95 2.25  O33 1.431, O35 1.431, O36 1.576, C39 1.762
35 O 3.80 -3.08 3.45  S34 1.431
36 O 4.97 -1.45 2.01  S34 1.576, C37 1.462
37 C 4.01 -0.55 1.37  O36 1.462, C38 1.510, H40 1.089, H41 1.086
38 C 2.89 -0.13 2.30  C37 1.510, H42 1.089, H43 1.089, H44 1.091
39 C 6.18 -3.58 2.54  S34 1.762, H45 1.086, H46 1.088, H47 1.086
40 H 3.64 -1.02 0.46  C37 1.089
41 H 4.62 0.31 1.08  C37 1.086
42 H 2.25 -0.97 2.56  C38 1.089
43 H 2.29 0.62 1.79  C38 1.089
44 H 3.29 0.29 3.22  C38 1.091
45 H 6.78 -3.46 1.64  C39 1.086
46 H 6.07 -4.63 2.80  C39 1.088
47 H 6.62 -3.03 3.37  C39 1.086

The HOMO-LUMO gap is 0.286 hartree. Its total charge is -1. The value obtained for the HOMO energy is -5.72 eV.


Entry 2:
Below is a 4-piece molecular cluster, C8H24O4 overall in a non-equilibrium geometry, with properties calculated with ωB97M-V with the def2-TZVPD basis set.

Last columns: bonded neighbours and bond lengths (Å).
Atoms and positions in Å:
1 C 1.58 1.57 3.94  C2 1.558, H4 1.090, H5 1.090, H6 1.090
2 C 2.07 2.99 3.53  C1 1.558, O3 1.407, H7 1.090, H8 1.090
3 O 2.01 3.04 2.12  C2 1.407, H9 0.960
4 H 1.98 0.73 3.35  C1 1.090
5 H 0.50 1.50 3.80  C1 1.090
6 H 1.65 1.30 4.99  C1 1.090
7 H 3.09 3.14 3.89  C2 1.090
8 H 1.46 3.76 3.99  C2 1.090
9 H 1.80 3.94 1.87  O3 0.960
10 C 6.21 -4.69 -2.22  C11 1.546, H13 1.090, H14 1.090, H15 1.090
11 C 5.73 -3.29 -1.78  C10 1.546, O12 1.388, H16 1.090, H17 1.090
12 O 4.94 -2.73 -2.77  C11 1.388, H18 0.960
13 H 6.84 -5.16 -1.46  C10 1.090
14 H 6.84 -4.62 -3.11  C10 1.090
15 H 5.38 -5.33 -2.52  C10 1.090
16 H 6.54 -2.61 -1.52  C11 1.090
17 H 5.11 -3.32 -0.88  C11 1.090
18 H 4.26 -2.16 -2.40  O12 0.960
19 C -7.04 1.20 0.58  C20 1.500, H22 1.090, H23 1.090, H24 1.090
20 C -7.25 1.34 -0.90  C19 1.500, O21 1.372, H25 1.090, H26 1.090
21 O -8.58 1.20 -1.23  C20 1.372, H27 0.960
22 H -7.23 2.17 1.04  C19 1.090
23 H -5.96 1.10 0.72  C19 1.090
24 H -7.68 0.50 1.12  C19 1.090
25 H -6.64 0.59 -1.38  C20 1.090
26 H -6.84 2.26 -1.30  C20 1.090
27 H -8.60 1.66 -2.07  O21 0.960
28 C -1.02 0.30 -1.38  C29 1.472, H31 1.090, H32 1.090, H33 1.090
29 C 0.11 -0.53 -0.91  C28 1.472, O30 1.430, H34 1.090, H35 1.090
30 O 1.30 0.23 -1.13  C29 1.430, H36 0.960
31 H -1.30 1.11 -0.71  C28 1.090
32 H -1.92 -0.27 -1.15  C28 1.090
33 H -0.96 0.58 -2.43  C28 1.090
34 H 0.06 -1.48 -1.44  C29 1.090
35 H 0.14 -0.82 0.14  C29 1.090
36 H 1.39 0.83 -0.38  O30 0.960

The HOMO-LUMO gap is 0.389 hartree. The energy above the lowest of the compared OMol25 structures with the same formula, charge and spin comes out at 41.42 kcal per mole. Its structure (SMILES) is CCO.CCO.CCO.CCO. Its total charge is 0. The value obtained for the HOMO energy is -9.98 eV.


Entry 3:
Below is a 4-piece molecular cluster, C8H24O4 overall, with properties calculated with ωB97M-V with the def2-TZVPD basis set.

Last columns: bonded neighbours and bond lengths (Å).
Atoms and positions in Å:
1 C -9.84 5.08 -10.84  C2 1.515, H4 1.090, H5 1.093, H6 1.093
2 C -10.61 4.08 -11.68  C1 1.515, O3 1.415, H7 1.100, H8 1.090
3 O -12.01 4.16 -11.46  C2 1.415, H9 0.962
4 H -10.06 6.12 -11.09  C1 1.090
5 H -8.76 4.97 -10.96  C1 1.093
6 H -10.05 4.89 -9.78  C1 1.093
7 H -10.25 3.07 -11.47  C2 1.100
8 H -10.43 4.23 -12.75  C2 1.090
9 H -12.20 3.97 -10.54  O3 0.962
10 C -11.03 2.10 -15.52  C11 1.523, H13 1.088, H14 1.092, H15 1.093
11 C -9.68 1.42 -15.33  C10 1.523, O12 1.421, H16 1.093, H17 1.091
12 O -8.75 1.74 -16.36  C11 1.421, H18 0.962
13 H -10.89 3.15 -15.78  C10 1.088
14 H -11.61 2.02 -14.60  C10 1.092
15 H -11.61 1.61 -16.31  C10 1.093
16 H -9.78 0.33 -15.24  C11 1.093
17 H -9.23 1.80 -14.42  C11 1.091
18 H -9.15 1.49 -17.20  O12 0.962
19 C -15.77 4.12 -9.46  C20 1.497, H22 1.090, H23 1.092, H24 1.090
20 C -15.80 5.40 -8.70  C19 1.497, O21 1.420, H25 1.100, H26 1.098
21 O -16.25 6.41 -9.59  C20 1.420, H27 0.962
22 H -15.03 4.19 -10.26  C19 1.090
23 H -16.76 3.92 -9.89  C19 1.092
24 H -15.52 3.22 -8.89  C19 1.090
25 H -14.80 5.63 -8.31  C20 1.100
26 H -16.45 5.34 -7.82  C20 1.098
27 H -16.25 7.25 -9.13  O21 0.962
28 C -13.55 -0.36 -11.06  C29 1.519, H31 1.090, H32 1.090, H33 1.091
29 C -13.21 0.87 -11.88  C28 1.519, O30 1.409, H34 1.098, H35 1.100
30 O -14.13 1.90 -11.58  C29 1.409, H36 0.963
31 H -12.66 -0.96 -10.89  C28 1.090
32 H -14.31 -0.99 -11.52  C28 1.090
33 H -13.95 -0.05 -10.09  C28 1.091
34 H -13.18 0.58 -12.94  C29 1.098
35 H -12.19 1.18 -11.63  C29 1.100
36 H -13.86 2.70 -12.04  O30 0.963

The HOMO-LUMO gap is 0.397 hartree. The energy above the lowest of the compared OMol25 structures with the same formula, charge and spin comes out at 16.37 kcal per mole. Its structure (SMILES) is CCO.CCO.CCO.CCO. Its total charge is 0. The value obtained for the HOMO energy is -10.11 eV.